ORCA calculation (ωB97M-V with the def2-TZVPD basis set) on 6 unconnected molecules or ions with the total composition C24H40N5O18.

XYZ file:
```
87
Properties=species:S:1:pos:R:3:forces:R:3:mulliken_charge:R:1
O -0.99747 -0.59992 -2.80869 0.02 0.07 -0.03 -0.22
O 3.60145 -0.84233 2.56646 0.01 0.02 0.05 -0.36
O -1.34478 -1.44736 -0.76191 -0.14 0.21 0.05 -0.51
O 1.30206 -2.57502 -6.11160 -0.10 0.01 0.05 -0.55
O 2.74247 5.10978 -2.87337 0.03 0.04 -0.02 -0.50
O 8.02675 -1.67655 4.09369 0.00 -0.04 0.02 -0.32
O 1.41558 -1.20194 2.17681 -0.04 -0.10 0.01 -0.50
O 2.77420 3.51641 -1.27700 0.00 -0.03 0.03 -0.39
O 0.17341 -3.36846 -7.88711 -0.04 -0.01 -0.03 -0.32
O 0.94249 3.79978 -2.51280 -0.01 0.00 0.00 -0.37
O 2.23853 0.88382 2.26787 0.10 0.11 -0.05 -0.25
O -4.81945 -1.68469 4.68596 0.22 -0.46 -0.64 -0.34
O 8.82984 0.33104 4.59599 0.00 0.02 0.05 -0.32
O 7.51035 0.08241 2.79093 -0.03 0.02 0.06 -0.56
O -6.18443 2.48192 0.47456 0.01 -0.16 -0.02 -0.59
O 1.70881 -4.63606 -6.90922 0.00 -0.05 0.02 -0.31
O -0.85968 -2.78691 -2.49499 -0.09 0.02 -0.02 -0.39
O -6.74317 -0.63468 4.15508 0.21 -0.05 -0.30 -0.46
N -0.78694 0.36277 3.55308 -0.74 -0.37 0.19 -0.42
N -2.07209 1.22081 0.26978 -0.04 0.04 0.47 0.60
N -4.34633 0.56065 0.36986 0.46 -0.17 0.04 0.03
N -5.04452 4.87566 -0.28371 0.00 -0.10 -0.08 -0.59
N -2.81991 0.08733 2.11276 -0.11 -0.54 -0.60 0.53
C 1.03646 -5.49498 -7.84297 -0.06 -0.06 -0.09 -0.31
C 9.14838 -0.50498 5.71662 0.02 -0.07 0.08 -0.31
C -1.33123 0.16029 2.24889 1.22 1.06 -0.42 -0.56
C -4.61775 3.70213 -1.03579 -0.15 0.23 -0.09 -0.55
C -3.98327 -0.65375 4.16561 0.11 0.50 0.47 -0.47
C 8.99705 -1.89520 5.12719 0.09 -0.01 0.07 -0.29
C 1.76303 2.71910 -0.66531 -0.09 -0.08 0.03 -0.06
C -3.14747 0.59805 0.90844 -0.01 -0.23 0.19 0.23
C 3.49017 1.44634 2.70235 0.12 0.06 0.03 -0.45
C 0.35938 -4.49396 -8.76094 0.03 -0.09 -0.07 -0.31
C -0.44765 -1.13133 -4.03877 0.10 -0.07 -0.13 -0.37
C 0.73412 2.59691 -1.77569 -0.03 -0.10 0.05 0.58
C -6.11030 -1.64104 4.27988 -0.38 0.40 0.14 0.14
C -1.08993 -1.60713 -1.92628 0.10 -0.09 0.01 0.51
C 4.46059 0.30936 2.44439 -0.12 0.15 -0.01 -0.05
C 2.21035 4.23459 -2.28397 -0.03 -0.01 0.00 0.52
C -0.81112 -2.59623 -3.92576 -0.04 -0.03 -0.11 -0.20
C -1.12493 1.41724 1.39913 -0.79 -0.27 0.14 -0.77
C 2.34059 -0.46360 2.33276 -0.01 -0.01 -0.13 0.65
C -4.68436 1.15159 -0.91884 -0.04 0.28 -0.46 -0.94
C 1.08348 -3.44650 -6.89756 0.11 0.04 -0.10 0.69
C -3.56301 -1.00066 2.73895 -0.41 0.08 0.24 -0.88
C 8.06968 -0.37685 3.73737 0.10 -0.01 -0.06 0.71
C -5.50790 2.46468 -0.76680 0.13 -0.10 0.04 0.04
H -6.29636 2.42247 -1.51913 -0.05 0.14 0.12 0.47
H -3.75763 1.36607 -1.45121 -0.05 -0.10 0.05 0.29
H 10.15031 -0.28519 6.07251 0.03 0.07 -0.11 0.28
H 0.62874 -0.97054 -4.04272 0.01 -0.02 0.03 0.29
H 9.91744 -2.25779 4.66855 0.01 0.02 -0.01 0.27
H -2.96959 -1.91793 2.71882 0.08 0.09 -0.04 0.19
H -0.60640 -0.50500 4.04165 0.09 0.01 -0.05 0.31
H -0.88878 -0.63249 -4.89488 -0.10 0.07 0.09 0.40
H -0.07133 -3.25153 -4.36478 0.09 -0.04 0.17 0.13
H 8.42934 -0.30863 6.51308 -0.01 -0.01 -0.01 0.25
H -1.55007 2.22991 1.99760 0.52 0.31 -0.14 0.36
H -0.59857 -4.82964 -9.14599 -0.07 0.08 0.09 0.29
H -0.81387 -0.66260 1.74639 -0.38 -0.30 0.31 0.80
H 1.75544 -6.13542 -8.34421 0.11 0.08 0.05 0.29
H 2.17219 1.76319 -0.34710 0.12 0.03 -0.04 0.16
H 4.87372 0.32917 1.43654 0.01 -0.02 0.00 0.28
H -4.75304 3.95630 -2.09155 0.16 -0.11 0.04 0.37
H -4.49802 0.31057 4.18400 -0.03 -0.10 -0.02 0.47
H -1.40348 0.93774 4.11713 0.19 0.11 0.05 0.32
H -4.55099 5.69539 -0.61291 -0.06 0.02 0.00 0.26
H 5.27332 0.25414 3.15525 -0.02 -0.14 0.04 0.06
H 0.99679 -4.18651 -9.59000 0.02 0.00 0.02 0.28
H -1.67384 0.50771 -0.35370 -0.09 0.04 -0.27 -0.26
H -4.85036 4.79669 0.70591 0.02 0.02 0.00 0.21
H 3.71465 2.34606 2.13569 -0.10 -0.03 -0.09 0.31
H -5.60616 2.81079 1.17028 -0.03 0.04 -0.04 0.32
H 0.32195 -6.11088 -7.29566 -0.01 0.02 0.01 0.25
H -5.23245 0.41848 -1.51323 -0.01 -0.05 0.25 0.52
H 1.37381 3.25129 0.20654 -0.01 0.02 -0.01 0.26
H 3.40670 1.69759 3.76028 -0.01 -0.03 0.01 0.29
H -6.51460 -2.63528 4.06538 0.07 -0.15 0.35 0.42
H 8.62974 -2.63351 5.83359 -0.12 0.00 -0.06 0.29
H -0.10934 1.61423 1.07386 -0.04 -0.13 0.09 0.01
H -3.12519 -0.58970 4.83412 -0.06 -0.08 -0.06 0.22
H 0.92765 1.74299 -2.42817 0.02 -0.01 0.02 0.05
H -1.79794 -2.82016 -4.33306 -0.01 0.03 0.03 0.24
H -0.29340 2.55093 -1.41996 -0.01 0.12 -0.04 -0.22
H -4.47991 -1.19794 2.17832 0.13 -0.06 -0.08 0.49
H -3.55565 3.44950 -0.90984 -0.04 -0.08 0.17 0.15
H -5.09637 0.12699 0.88731 -0.04 0.12 -0.01 0.17
```
Positions in Å, forces in eV/Å.

Results
**Highest occupied orbital energy**: -11.7 eV
**Net charge**: +1
**Orbital gap**: 9.796 eV